[1]
# C4H9O

A cluster of 2 separate species, C4H9O in total at a distorted geometry (ωB97M-V/def2-TZVPD, the OMol25 dataset).

ORCA input file:
```
! wB97M-V def2-TZVPD RIJCOSX def2/J DEFGRID3
* xyz -1 1
C -1.090 1.246 1.300
O 0.037 1.927 0.842
H -1.591 1.722 2.281
H -1.901 0.936 0.698
H -0.716 0.317 1.807
C -0.834 -1.304 -0.873
C 0.608 -1.256 -0.457
C 1.713 -0.689 -1.045
H -1.320 -1.262 0.083
H -1.185 -0.433 -1.553
H -1.206 -2.195 -1.356
H 0.926 -1.943 0.348
H 2.839 -0.666 -0.838
H 1.481 0.130 -1.759
*
```

The value obtained for the HOMO-LUMO gap is 5.802 eV. For the calculated total energy, the calculation gives -6338.56914 eV. As for the LUMO energy: 0.151 Eh.

---

[2]
# C4H9O

A cluster of 2 separate species, C4H9O in total at a distorted geometry (ωB97M-V/def2-TZVPD, the OMol25 dataset).

ORCA input file:
```
! wB97M-V def2-TZVPD RIJCOSX def2/J DEFGRID3
* xyz -1 1
C -1.789 1.786 1.793
O -2.706 0.816 1.622
H -0.797 1.545 1.339
H -2.047 2.808 1.393
H -1.542 1.973 2.873
C 1.393 -1.786 -1.719
C 0.435 -0.845 -1.028
C 0.777 -0.096 0.007
H 2.405 -1.415 -1.537
H 1.382 -2.854 -1.481
H 1.257 -1.656 -2.798
H -0.598 -0.899 -1.338
H 0.053 0.587 0.448
H 1.776 0.037 0.427
*
```

The value obtained for the HOMO-LUMO gap is 5.488 eV. For the calculated total energy, the calculation gives -6339.42099 eV. As for the LUMO energy: 0.134 Eh.

---

[3]
# C4H9O2

The ion C4H9O2 with charge -1 (ωB97M-V/def2-TZVPD, the OMol25 dataset).

ORCA input file:
```
! wB97M-V def2-TZVPD RIJCOSX def2/J DEFGRID3
* xyz -1 1
C 0.513 -0.505 1.665
C 0.616 -0.637 0.160
O 1.615 0.241 -0.344
C -0.750 -0.394 -0.527
C -0.759 0.957 -1.300
O -0.280 1.975 -0.538
H 0.215 0.508 1.939
H 1.463 -0.715 2.168
H -0.251 -1.178 2.059
H 0.989 -1.631 -0.075
H 1.121 1.123 -0.362
H -1.548 -0.360 0.233
H -1.013 -1.233 -1.186
H -0.135 0.774 -2.192
H -1.797 1.076 -1.699
*
```

The value obtained for the HOMO-LUMO gap is 7.266 eV. For the calculated total energy, the calculation gives -8388.85237 eV. As for the LUMO energy: 0.161 Eh. As for the SMILES: C[C@H](O)CC[O-].